[1]
A structure of composition C33H46N9O5PRbS2 in a non-equilibrium geometry, computed with the ωB97M-V functional and the def2-TZVPD basis.

Results
Kohn-Sham gap in eV: 6.43
Highest occupied orbital energy in Ha: -0.1642
Largest force on an atom in eV Å⁻¹: 2.37
E_tot in eV: -90232.3926
E_LUMO in eV: 1.97
Net charge: -1

Positions of all 97 atoms, in Å:
Rb -0.180 -2.227 -0.048
C -2.230 -0.994 2.326
N -1.384 -1.478 3.395
C -1.877 -2.657 4.080
C -0.686 -3.000 4.961
N 0.433 -2.573 4.137
C 1.706 -2.557 4.813
C -0.023 -1.596 3.240
N 0.601 -0.859 2.406
C 2.019 -0.901 2.200
C 2.383 -0.094 0.935
N 2.800 -0.921 -0.163
C 3.870 -1.599 -0.214
N 4.156 -2.344 -1.343
C 3.113 -2.770 -2.244
C 5.205 -3.292 -1.047
C 5.958 -2.584 0.073
N 4.925 -1.781 0.698
C 5.413 -0.761 1.591
H -3.100 -0.513 2.778
H -2.563 -1.825 1.693
H -1.684 -0.278 1.718
H -2.085 -3.454 3.353
H -2.777 -2.427 4.656
H -0.608 -4.063 5.203
H -0.714 -2.421 5.905
H 1.783 -3.469 5.410
H 1.812 -1.693 5.490
H 2.524 -2.557 4.099
H 2.372 -1.932 2.050
H 2.545 -0.471 3.069
H 3.129 0.675 1.176
H 1.477 0.423 0.608
H 2.427 -1.940 -2.402
H 2.542 -3.626 -1.851
H 3.576 -3.047 -3.194
H 5.831 -3.472 -1.926
H 4.796 -4.256 -0.702
H 6.765 -1.950 -0.332
H 6.395 -3.275 0.801
H 6.181 -1.207 2.227
H 4.613 -0.399 2.230
H 5.863 0.088 1.056
O -0.379 -1.041 -3.825
N 0.414 -0.744 -2.739
C 0.803 0.448 -2.561
C 0.574 1.669 -3.331
C 0.500 1.662 -4.722
C 0.367 2.849 -5.419
C 0.293 4.052 -4.735
C 0.339 4.072 -3.351
C 0.472 2.888 -2.640
P 0.403 2.773 -0.808
C 0.463 4.556 -0.338
C -0.645 5.389 -0.222
C -0.496 6.689 0.228
C 0.755 7.167 0.585
C 1.863 6.342 0.479
C 1.715 5.045 0.025
C -1.403 2.514 -0.627
C -2.320 2.630 -1.665
C -3.671 2.470 -1.415
C -4.118 2.208 -0.132
C -3.206 2.075 0.903
C -1.853 2.216 0.657
H -0.880 -1.823 -3.532
H 1.435 0.555 -1.685
H 0.547 0.721 -5.247
H 0.325 2.850 -6.500
H 0.187 4.979 -5.282
H 0.268 5.015 -2.825
H -1.626 5.016 -0.480
H -1.363 7.330 0.312
H 0.862 8.178 0.954
H 2.839 6.707 0.767
H 2.573 4.389 -0.043
H -1.986 2.831 -2.671
H -4.376 2.540 -2.231
H -5.175 2.087 0.060
H -3.555 1.854 1.902
H -1.132 2.100 1.457
C -5.780 -2.248 0.096
N -4.510 -1.909 -0.488
C -4.443 -1.303 -1.649
N -5.619 -1.033 -2.355
S -3.042 -0.657 -2.282
H -5.625 -2.364 1.167
H -6.170 -3.197 -0.290
H -6.514 -1.454 -0.073
H -3.678 -2.668 -0.073
H -6.272 -1.803 -2.397
H -5.408 -0.634 -3.261
O -2.662 -5.700 -0.413
S -2.002 -4.432 -0.156
O -2.960 -3.507 0.637
O -0.811 -4.559 0.711
O -1.626 -3.714 -1.390

---

[2]
A structure of composition C30H41F15GeN8O4RbTe in a non-equilibrium geometry, computed with the ωB97M-V functional and the def2-TZVPD basis.

Results
Kohn-Sham gap (alpha / beta) in eV: 5.56 / 4.32
Highest occupied orbital energy (alpha / beta) in Ha: -0.0823 / -0.0823
Largest force on an atom in eV Å⁻¹: 3.81
E_tot in eV: -157110.6880
ΔE to the lowest compared entry with this formula, charge and spin in kJ/mol: 324.9
Multiplicity: 2
E_LUMO (alpha / beta) in eV: 3.32 / 2.08
Net charge: -2

Positions of all 101 atoms, in Å:
Rb -0.280 0.483 -0.904
C 2.682 -2.655 0.571
N 1.335 -2.958 1.011
C 0.700 -4.093 0.368
C -0.822 -3.944 0.325
N -1.355 -2.908 -0.602
C -2.665 -2.546 -0.547
C -3.711 -3.085 0.226
F -3.491 -4.050 1.145
C -5.030 -2.681 0.092
F -5.971 -3.245 0.863
C -5.399 -1.732 -0.825
F -6.688 -1.362 -0.972
C -4.402 -1.128 -1.565
F -4.732 -0.192 -2.462
C -3.095 -1.480 -1.377
F -2.132 -0.775 -1.998
C 1.092 -2.764 2.398
C 0.674 -1.297 2.717
N -0.763 -1.254 2.674
C -1.487 -1.569 3.743
C -2.912 -1.528 3.597
F -3.403 -1.263 2.430
C -3.783 -1.750 4.630
F -5.088 -1.658 4.448
C -3.294 -2.078 5.885
F -4.117 -2.291 6.879
C -1.926 -2.189 6.076
F -1.467 -2.527 7.271
C -1.052 -1.953 5.044
F 0.225 -2.131 5.299
H 3.388 -3.482 0.793
H 2.678 -2.477 -0.505
H 3.046 -1.754 1.077
H 1.094 -4.159 -0.643
H 0.943 -5.052 0.867
H -1.229 -4.922 0.064
H -1.161 -3.686 1.332
H 0.275 -3.412 2.718
H 1.972 -3.012 3.020
H 1.099 -0.977 3.666
H 1.060 -0.659 1.924
C 0.382 4.376 -4.078
C -0.354 3.550 -3.016
C -1.220 2.492 -3.712
C -1.242 4.473 -2.167
O 0.575 2.857 -2.203
Ge 1.765 3.634 -0.983
O 0.698 3.250 0.539
C 1.038 3.496 1.876
C 1.328 4.986 2.110
C 2.255 2.666 2.309
C -0.176 3.086 2.716
O 2.781 2.085 -0.778
C 3.753 1.607 -1.686
C 4.892 2.625 -1.840
C 3.141 1.300 -3.058
C 4.309 0.313 -1.092
H -0.326 4.935 -4.704
H 1.062 5.081 -3.592
H 0.970 3.708 -4.717
H -1.826 2.955 -4.500
H -0.583 1.718 -4.148
H -1.891 2.017 -2.990
H -2.087 4.859 -2.753
H -1.622 3.911 -1.308
H -0.655 5.317 -1.785
H 2.196 5.292 1.520
H 0.467 5.580 1.782
H 1.526 5.190 3.171
H 3.119 2.918 1.689
H 2.497 2.844 3.365
H 2.045 1.601 2.160
H -1.045 3.674 2.399
H -0.396 2.023 2.545
H 0.005 3.253 3.786
H 4.498 3.568 -2.231
H 5.344 2.823 -0.861
H 5.664 2.251 -2.523
H 2.750 2.217 -3.511
H 3.891 0.861 -3.726
H 2.310 0.598 -2.949
H 4.648 0.496 -0.067
H 3.520 -0.446 -1.075
H 5.149 -0.064 -1.689
F -0.552 -4.605 -2.309
Te -0.252 -2.701 -2.587
F 0.012 -3.399 -4.358
F 1.564 -3.567 -2.632
F -2.072 -2.973 -3.171
F -0.570 -1.189 -3.861
O 0.699 -1.465 -1.704
N -6.156 1.808 -0.752
N -4.945 1.981 -0.092
N -4.886 2.268 1.186
C -3.572 2.398 1.340
N -2.890 2.212 0.197
N -3.798 1.944 -0.723
H -6.709 1.161 -0.211
H -5.934 1.412 -1.653
H -3.109 2.632 2.286

---

[3]
An isolated molecule of C6H10N2 in a non-equilibrium geometry, computed with the ωB97M-V functional and the def2-TZVPD basis.

Results
Kohn-Sham gap in eV: 9.19
Highest occupied orbital energy in Ha: -0.2996
Largest force on an atom in eV Å⁻¹: 7.55
E_tot in eV: -9361.9833
ΔE to the lowest compared entry with this formula, charge and spin in kJ/mol: 236.7
SMILES string: C[C@@H](N)c1cc[nH]c1
E_LUMO in eV: 1.04

Positions of all 18 atoms, in Å:
C -1.988 -0.889 0.940
C -1.490 -0.329 -0.363
C 0.013 -0.084 -0.262
C 1.069 -1.021 -0.664
C 2.334 -0.472 -0.216
C 0.727 0.902 0.304
H -1.313 -1.751 1.456
H -1.919 -0.218 1.794
H -3.027 -1.205 0.963
H -1.620 -1.104 -1.075
H -1.233 1.403 -1.282
H -2.914 1.344 -0.719
H 0.972 -1.940 -1.375
H 3.285 -0.939 -0.033
H 2.758 1.426 0.736
H 0.183 1.825 0.899
N -1.899 1.144 -0.571
N 2.019 0.643 0.599

---

[4]
A structure of composition C26H21AuBrN5, computed with the ωB97M-V functional and the def2-TZVPD basis.

Results
Kohn-Sham gap in eV: 6.94
Highest occupied orbital energy in Ha: -0.5126
Largest force on an atom in eV Å⁻¹: 0.65
E_tot in eV: -108475.1571
ΔE to the lowest compared entry with this formula, charge and spin in kJ/mol: 7.6
E_LUMO in eV: -7.01
Net charge: +2

Positions of all 54 atoms, in Å:
Au 0.429 0.118 -0.816
C 3.000 -2.250 -0.793
N 3.015 -0.823 -0.488
C 3.254 -0.452 0.898
C 2.002 -0.116 1.664
N 0.780 0.062 1.181
C -0.066 0.365 2.251
C -1.438 0.589 2.294
C -1.986 0.826 3.537
C -1.201 0.830 4.702
C 0.157 0.587 4.665
C 0.702 0.350 3.409
N 1.997 0.043 2.995
C 1.602 -2.797 -0.743
N 0.512 -2.061 -0.788
C -0.574 -2.933 -0.713
C -1.944 -2.682 -0.708
C -2.780 -3.776 -0.623
C -2.274 -5.084 -0.545
C -0.918 -5.341 -0.547
C -0.083 -4.234 -0.632
N 1.303 -4.104 -0.648
H 3.643 -2.824 -0.117
H 3.398 -2.394 -1.800
H 3.668 -0.346 -1.092
H 3.907 0.423 0.923
H 3.773 -1.246 1.446
H -2.043 0.586 1.397
H -3.049 1.007 3.623
H -1.676 1.022 5.654
H 0.757 0.574 5.564
H 2.797 -0.082 3.595
H -2.337 -1.675 -0.775
H -3.851 -3.630 -0.618
H -2.967 -5.911 -0.482
H -0.531 -6.350 -0.489
H 1.970 -4.858 -0.615
Br 0.021 0.174 -3.194
C -0.714 1.958 -3.216
C -1.292 2.443 -4.342
C -1.744 3.781 -4.306
C -1.570 4.538 -3.184
C -0.950 4.014 -2.022
C -0.741 4.801 -0.864
C -0.113 4.276 0.224
C 0.310 2.927 0.235
C 0.081 2.125 -0.844
C -0.516 2.664 -2.019
H -1.403 1.846 -5.237
H -2.217 4.197 -5.184
H -1.906 5.567 -3.168
H -1.079 5.830 -0.865
H 0.067 4.884 1.100
H 0.815 2.563 1.117

---

[5]
A cluster of 2 separate species, C4H12 in total, computed with the ωB97M-V functional and the def2-TZVPD basis.

Results
Kohn-Sham gap in eV: 12.85
Highest occupied orbital energy in Ha: -0.4292
Largest force on an atom in eV Å⁻¹: 0.81
E_tot in eV: -4342.4468
ΔE to the lowest compared entry with this formula, charge and spin in kJ/mol: 7.9
SMILES string: CC.CC
E_LUMO in eV: 1.17

Positions of all 16 atoms, in Å:
C 0.402 1.327 -1.457
C 0.484 0.014 -2.211
H 1.108 2.099 -1.781
H -0.604 1.727 -1.484
H 0.678 1.182 -0.411
H -0.044 0.021 -3.159
H 0.025 -0.774 -1.606
H 1.488 -0.330 -2.431
C 0.116 -1.128 2.107
C -1.009 -0.222 1.578
H 0.586 -0.691 2.979
H -0.250 -2.123 2.343
H 0.858 -1.284 1.324
H -1.322 -0.559 0.581
H -0.649 0.798 1.516
H -1.902 -0.245 2.208

---

[6]
A cluster of 2 separate species, C2 in total in a non-equilibrium geometry, computed with the ωB97M-V functional and the def2-TZVPD basis.

Results
Kohn-Sham gap in eV: 5.08
Highest occupied orbital energy in Ha: -0.2882
Largest force on an atom in eV Å⁻¹: 3.47
E_tot in eV: -2056.2818
ΔE to the lowest compared entry with this formula, charge and spin in kJ/mol: 815.3
E_LUMO in eV: -2.76

Positions of all 2 atoms, in Å:
C 1.105 -0.884 -0.403
C -1.105 0.884 0.403

---

[7]
A cluster of 2 separate species, CHCl3OSi in total in a non-equilibrium geometry, computed with the ωB97M-V functional and the def2-TZVPD basis.

Results
Kohn-Sham gap in eV: 8.90
Highest occupied orbital energy in Ha: -0.3623
Largest force on an atom in eV Å⁻¹: 5.71
E_tot in eV: -48546.7804
ΔE to the lowest compared entry with this formula, charge and spin in kJ/mol: 216.0
E_LUMO in eV: -0.96

Positions of all 7 atoms, in Å:
C 1.084 0.292 -0.164
O 2.210 0.537 0.230
Si 3.353 0.031 -3.450
Cl 2.743 -1.966 -2.992
Cl 0.107 1.549 -0.901
Cl 1.575 1.055 -3.800
H 0.445 -0.500 -0.125

---

[8]
A structure of composition C24H32ClLaN5O2P2S in a non-equilibrium geometry, computed with the ωB97M-V functional and the def2-TZVPD basis.

Results
Kohn-Sham gap in eV: 6.46
Highest occupied orbital energy in Ha: -0.3554
Largest force on an atom in eV Å⁻¹: 1.63
E_tot in eV: -79741.8563
ΔE to the lowest compared entry with this formula, charge and spin in kJ/mol: 13.4
E_LUMO in eV: -3.21
Net charge: +1

Positions of all 68 atoms, in Å:
La -0.326 -0.006 -0.275
C 4.017 0.604 -0.313
P 2.670 -0.625 -0.345
C 3.323 -1.773 -1.617
C 2.910 -1.609 1.192
C 3.991 -1.372 2.039
C 4.196 -2.149 3.169
C 3.327 -3.184 3.468
C 2.241 -3.420 2.645
C 2.008 -2.632 1.522
P 0.524 -2.876 0.493
C 0.829 -4.438 -0.401
C -0.764 -3.390 1.689
H 3.865 1.310 0.504
H 3.999 1.150 -1.257
H 4.991 0.125 -0.220
H 4.260 -2.232 -1.303
H 3.493 -1.212 -2.537
H 2.596 -2.555 -1.836
H 4.684 -0.571 1.830
H 5.040 -1.944 3.814
H 3.489 -3.800 4.342
H 1.560 -4.223 2.892
H 1.015 -5.251 0.302
H 1.693 -4.338 -1.057
H -0.043 -4.682 -1.009
H -0.511 -4.310 2.215
H -1.697 -3.542 1.146
H -0.920 -2.597 2.423
N -1.900 0.317 2.523
N -2.817 1.384 2.419
C -2.854 2.132 1.309
N -3.645 3.197 1.270
N -2.056 1.694 0.326
N -1.938 2.368 -0.823
O -1.152 1.795 -1.594
O -2.519 3.392 -1.102
H -2.211 -0.273 3.284
H -0.977 0.723 2.756
H -3.270 1.719 3.254
H -4.189 3.466 2.071
H -3.616 3.792 0.457
Cl -0.072 -1.165 -2.937
C -1.774 -0.758 -3.302
C -2.033 -0.316 -4.581
C -3.320 0.110 -4.877
C -4.287 0.085 -3.882
C -3.992 -0.386 -2.617
C -2.711 -0.853 -2.270
C -2.377 -1.357 -0.929
H -1.245 -0.287 -5.319
H -3.555 0.464 -5.870
H -5.291 0.422 -4.101
H -4.771 -0.433 -1.866
H -1.958 -2.372 -1.008
H -3.262 -1.408 -0.289
S 1.093 1.350 1.917
C 0.808 2.852 1.019
C 1.345 3.049 -0.254
C 1.131 4.227 -0.951
C 0.380 5.243 -0.385
C -0.154 5.066 0.887
C 0.052 3.886 1.578
H 1.968 2.276 -0.694
H 1.560 4.349 -1.937
H 0.217 6.167 -0.921
H -0.723 5.862 1.348
H -0.343 3.763 2.580

---

[9]
A cluster of 3 separate species, C4H11O4 in total in a non-equilibrium geometry, computed with the ωB97M-V functional and the def2-TZVPD basis.

Results
Kohn-Sham gap in eV: 6.41
Highest occupied orbital energy in Ha: -0.1278
Largest force on an atom in eV Å⁻¹: 1.39
E_tot in eV: -12516.2947
ΔE to the lowest compared entry with this formula, charge and spin in kJ/mol: 223.3
E_LUMO in eV: 2.93
Net charge: -1

Positions of all 19 atoms, in Å:
C 0.588 0.734 -1.715
O 1.364 0.696 -2.821
C 0.360 -0.662 -1.130
C -0.463 -0.760 0.137
C 0.248 -0.434 1.400
O -0.040 -0.911 2.477
H 1.046 1.277 -0.856
H -0.407 1.203 -1.895
H 0.019 -1.372 -1.885
H 1.399 -1.031 -0.998
H -0.929 -1.726 0.276
H -1.389 -0.160 0.051
H 1.116 0.228 1.304
H 1.353 2.554 -4.604
H 1.478 2.271 -3.172
O 1.378 3.075 -3.790
H -2.351 -0.889 5.619
H -2.346 -2.398 5.466
O -2.424 -1.698 6.136

---

[10]
A structure of composition C9H18Cl2OPm in a non-equilibrium geometry, computed with the ωB97M-V functional and the def2-TZVPD basis.

Results
Kohn-Sham gap (alpha / beta) in eV: 4.31 / 4.40
Highest occupied orbital energy (alpha / beta) in Ha: -0.0587 / -0.0621
Largest force on an atom in eV Å⁻¹: 2.05
E_tot in eV: -53273.3379
ΔE to the lowest compared entry with this formula, charge and spin in kJ/mol: 0.0
Multiplicity: 5
E_LUMO (alpha / beta) in eV: 2.71 / 2.71
Net charge: -1

Positions of all 31 atoms, in Å:
Pm -1.206 -1.106 0.119
Cl -2.442 -1.125 -2.077
Cl -2.137 -3.200 1.228
C -1.829 0.331 1.737
H -1.622 1.366 2.068
H -2.541 -0.164 2.447
C 0.969 0.568 -0.852
C 0.492 1.351 0.163
H 1.731 -0.196 -0.657
C -0.398 2.530 -0.088
H 0.753 1.143 1.209
C -1.121 2.430 -1.451
H -1.128 2.637 0.716
H 0.205 3.458 -0.091
C -0.129 2.107 -2.564
H -1.908 1.662 -1.423
H -1.626 3.379 -1.663
C 0.637 0.789 -2.299
H -0.649 2.050 -3.530
H 0.609 2.916 -2.639
H 0.006 -0.033 -2.683
H 1.551 0.767 -2.909
C 1.114 -2.633 2.616
C 1.784 -2.444 1.263
O 0.779 -2.447 0.179
H 0.410 -1.824 2.871
H 1.868 -2.634 3.404
H 0.568 -3.585 2.669
H 2.283 -1.476 1.171
H 2.491 -3.245 1.016
H 0.487 -3.375 0.050

---

[11]
A structure of composition C12H17ClEuINOP in a non-equilibrium geometry, computed with the ωB97M-V functional and the def2-TZVPD basis.

Results
Kohn-Sham gap (alpha / beta) in eV: 6.71 / 4.84
Highest occupied orbital energy (alpha / beta) in Ha: -0.5580 / -0.5579
Largest force on an atom in eV Å⁻¹: 4.04
E_tot in eV: -65478.8861
ΔE to the lowest compared entry with this formula, charge and spin in kJ/mol: 0.0
Multiplicity: 7
E_LUMO (alpha / beta) in eV: -8.47 / -10.34
Net charge: +2

Positions of all 35 atoms, in Å:
C -1.293 -3.857 -1.279
I 3.112 -1.491 -1.502
H -2.304 -3.408 -1.340
H -1.301 -4.813 -0.728
H -0.948 -4.064 -2.302
Eu 0.274 -2.097 -0.688
P 0.138 0.940 -2.067
C 1.447 1.869 -2.972
C -0.987 0.631 -3.491
H -1.581 2.025 -0.738
H -1.052 3.051 -2.126
H -0.036 2.900 -0.640
C -0.722 2.380 -1.320
H -1.967 0.299 -3.128
H -1.074 1.553 -4.078
H 0.976 2.500 -3.737
H 2.113 1.145 -3.450
H -0.555 -0.165 -4.112
H 2.042 2.471 -2.276
C 1.619 0.597 0.300
O 2.357 0.916 1.116
Cl -1.912 -0.617 -0.532
N 0.481 -1.765 1.737
C 0.349 -1.430 2.854
C 0.242 -1.084 4.224
C -1.003 -0.785 4.807
C -1.073 -0.494 6.170
C 0.096 -0.488 6.940
C 1.335 -0.784 6.361
C 1.403 -1.081 5.006
H -1.906 -0.795 4.196
H -2.039 -0.272 6.631
H 0.043 -0.256 8.001
H 2.246 -0.793 6.957
H 2.357 -1.318 4.533

---

[12]
The ion C5H5F2N2 with charge +1 in a non-equilibrium geometry, computed with the ωB97M-V functional and the def2-TZVPD basis.

Results
Kohn-Sham gap in eV: 9.19
Highest occupied orbital energy in Ha: -0.5523
Largest force on an atom in eV Å⁻¹: 3.77
E_tot in eV: -13668.6223
ΔE to the lowest compared entry with this formula, charge and spin in kJ/mol: 166.1
SMILES string: C#[N+]/C(C)=C\C(F)=N\F
E_LUMO in eV: -5.84
Net charge: +1

Positions of all 14 atoms, in Å:
C -1.420 -0.912 0.129
C -1.497 2.061 0.216
C -0.388 -0.047 -0.120
C -2.863 -0.587 0.129
C 1.169 -0.287 -0.176
N -0.687 1.250 0.034
N -3.369 0.565 0.042
F -3.573 -1.681 0.155
F -4.671 0.827 -0.222
H -1.256 -1.996 0.233
H -1.914 3.067 0.251
H 1.215 -1.349 -0.380
H 1.636 0.330 -0.871
H 1.575 0.185 0.686